Run 1
C6H11NO as an isolated structure, computed with wB97M-V/def2-TZVPD.

## Properties
HOMO in hartree: -0.314
Lowest unoccupied orbital energy in eV: 0.4
Frontier orbital gap in eV: 8.893

Geometry as ORCA input:
```
! RIJCOSX wB97M-V def2-TZVPD def2/J DEFGRID3
* xyz 0 1
C 0.62214 1.95945 0.18921
C 0.70956 0.49827 -0.39762
C -0.42608 -0.33130 -0.30954
C -1.84236 0.46557 -0.40947
C -0.15183 -1.81021 -0.25948
C 1.87542 -0.51503 -0.31836
H 1.59317 2.05310 0.98503
H 0.96265 2.79114 -0.57612
H -0.29098 2.45309 0.89848
H -1.91365 1.56434 0.44866
H -2.08482 1.29308 -1.75012
H -2.61141 -0.69387 1.14344
H -0.53290 -2.32944 -1.09066
H -0.54675 -2.49115 0.61663
H 1.07929 -1.60232 1.27058
H 2.66457 -0.09700 0.47192
H 2.42376 -0.66980 -1.20313
N 1.16018 -1.82498 0.18487
O -2.68996 -0.71293 0.10568
*
```

=====

Run 2
C6H11NO as an isolated structure, computed with wB97M-V/def2-TZVPD.

## Properties
HOMO in hartree: -0.333
Lowest unoccupied orbital energy in eV: 0.6
Frontier orbital gap in eV: 9.616

Geometry as ORCA input:
```
! RIJCOSX wB97M-V def2-TZVPD def2/J DEFGRID3
* xyz 0 1
C 0.01370 -0.10677 -1.35836
C -1.19550 -0.32698 0.12522
C 0.00915 1.34032 -1.72333
C -1.20908 -0.45528 1.63887
C 0.72496 -0.73855 -0.24926
C 1.65477 0.23061 0.56781
N 2.49173 -0.25969 1.38233
O 0.96298 -1.96344 -0.13787
H -0.07898 -0.78121 -2.21247
H 2.48211 -1.28810 1.28421
H 1.44710 1.30342 0.54740
H -1.80666 0.54984 -0.10898
H -1.72439 -1.18697 -0.29295
H 0.83742 1.57095 -2.40036
H -0.92907 1.57080 -2.24775
H 0.02663 2.02224 -0.87219
H -0.71446 0.38639 2.12653
H -0.74571 -1.39495 1.94374
H -2.24671 -0.47264 1.98739
*
```

=====

Run 3
C6H11NO in the gas phase, computed with wB97M-V/def2-TZVPD.

## Properties
HOMO in hartree: -0.329
Lowest unoccupied orbital energy in eV: 1.0
Frontier orbital gap in eV: 9.959
SMILES: C[C@@H]1C[C@@H](O)[C@@H]2CN12

Geometry as ORCA input:
```
! RIJCOSX wB97M-V def2-TZVPD def2/J DEFGRID3
* xyz 0 1
C 2.13183 -0.91275 -0.22354
C 0.83923 -0.35687 0.32267
C -0.53147 -1.18874 0.07485
C -1.51051 -0.13676 -0.35658
C -0.88322 1.13013 0.24310
C 0.00918 2.25511 -0.09302
H 1.97788 -1.35338 -1.29291
H 2.86474 0.03209 -0.24454
H 2.48262 -1.67905 0.61588
H 1.04329 -0.09287 1.34724
H -0.79126 -1.87215 0.80947
H -0.05940 -1.72758 -0.92312
H -1.40958 -0.14009 -1.47666
H -3.08571 -0.69310 0.73787
H -0.97491 0.96615 1.39127
H 0.44145 2.72716 0.78993
H 0.05207 2.72329 -1.14430
N 0.40484 0.85414 -0.41132
O -3.00108 -0.53473 -0.16628
*
```

=====

Computed relative energies in units of kcal/mol: run 1 117.8; run 2 0.0; run 3 49.0

=====

Run 1
C6H11NO in the gas phase, computed with wB97M-V/def2-TZVPD.

## Properties
HOMO in hartree: -0.327
Lowest unoccupied orbital energy in eV: 1.0
Frontier orbital gap in eV: 9.863
SMILES: CO/C=C/[C@H]1CN1C

Geometry as ORCA input:
```
! RIJCOSX wB97M-V def2-TZVPD def2/J DEFGRID3
* xyz 0 1
C 0.63453 1.19962 2.77345
C -0.67645 1.04608 0.81700
C -0.33730 -0.22797 0.58819
C -0.91376 -1.02521 -0.55653
C -1.25730 -0.38590 -1.89149
C 1.21314 -0.89736 -1.86365
H 0.17364 0.31521 3.22157
H 1.58554 0.96801 2.30857
H 0.80986 1.94977 3.55176
H -1.29274 1.60508 0.11966
H 0.31772 -0.75184 1.29110
H -1.48287 -1.88224 -0.21712
H -2.07519 -0.70151 -2.53798
H -1.00925 0.67421 -1.94501
H 1.92501 -1.59704 -1.41979
H 1.34278 0.12846 -1.41927
H 1.42746 -0.84217 -2.94720
N -0.15639 -1.38351 -1.72577
O -0.22844 1.80830 1.85251
*
```

=====

Run 2
C6H11NO in the gas phase, computed with wB97M-V/def2-TZVPD.

## Properties
HOMO in hartree: -0.330
Lowest unoccupied orbital energy in eV: 0.7
Frontier orbital gap in eV: 9.721
SMILES: [H]/N=C(\CCO)C(=C)C

Geometry as ORCA input:
```
! RIJCOSX wB97M-V def2-TZVPD def2/J DEFGRID3
* xyz 0 1
C -0.00564 -1.87177 -1.70646
C -0.08521 -1.14816 -0.12689
C -0.72144 2.37622 0.97045
C 0.27546 0.24756 -0.30331
C -0.21106 0.98345 1.15623
C 0.00092 0.45189 2.35415
O 1.19794 -1.65657 -2.41773
N 0.68572 0.97085 -1.22128
H 1.92334 -2.07243 -1.93899
H 0.93824 0.47176 -2.07673
H -0.80429 -1.43895 -2.31156
H -0.19104 -2.94445 -1.57058
H 0.64070 -1.67464 0.49221
H -1.10919 -1.30674 0.20109
H -0.88437 2.87901 1.92503
H -0.00720 2.95990 0.39064
H -1.65660 2.36515 0.40938
H 0.22480 -0.59336 2.51088
H -0.21107 1.00128 3.26343
*
```

=====

Run 3
C6H11NO in the gas phase, computed with wB97M-V/def2-TZVPD.

## Properties
HOMO (alpha / beta) in hartree: -0.276 / -0.276
Lowest unoccupied orbital energy (alpha / beta) in eV: 0.5 / 0.5
Frontier orbital gap (alpha / beta) in eV: 7.994 / 7.993
SMILES: C/C=N\C(O)=C(C)C

Geometry as ORCA input:
```
! RIJCOSX wB97M-V def2-TZVPD def2/J DEFGRID3
* xyz 0 1
C -1.53080 0.54655 0.89668
C -1.02058 -1.75179 -0.01128
C 0.97384 1.00953 -1.69470
C 0.86073 -0.34649 0.86468
C -0.47005 -0.42233 0.42567
C 0.91407 1.44654 -0.25959
O 1.53407 -1.45289 1.27971
N 1.47727 0.83306 0.79022
H 2.46577 -1.21590 1.37319
H 0.80134 2.52918 -0.15103
H -2.19046 0.05087 1.61929
H -1.10944 1.42821 1.37539
H -1.58164 -2.23832 0.79590
H -1.71661 -1.61320 -0.84319
H -2.16283 0.87462 0.06716
H -0.23439 -2.43714 -0.32429
H 1.79124 1.54428 -2.19385
H 1.14223 -0.06217 -1.78776
H 0.05625 1.27741 -2.22221
*
```

=====

Run 4
C6H11NO in the gas phase, computed with wB97M-V/def2-TZVPD.

## Properties
HOMO in hartree: -0.263
Lowest unoccupied orbital energy in eV: -0.3
Frontier orbital gap in eV: 6.889

Geometry as ORCA input:
```
! RIJCOSX wB97M-V def2-TZVPD def2/J DEFGRID3
* xyz 0 1
C -1.94016 1.41710 0.89500
N -1.70584 0.15922 1.18844
C -0.78494 -0.79629 -0.04095
C -1.34496 -1.75180 -0.60264
H -1.27964 -0.00434 2.09644
H -1.74176 2.20355 1.61947
H -2.61301 1.59212 0.06341
H -0.54910 1.66120 -0.35907
H -1.31567 -2.59006 -1.25891
C 1.18944 -0.33203 -1.62922
C 1.57653 -0.37312 0.88272
C 0.64817 0.04946 -0.25622
O 0.43017 1.40581 -0.19066
H 1.16678 -0.06005 1.84177
H 1.42063 -1.39518 -1.67056
H 0.46499 -0.09079 -2.40445
H 2.10895 0.22651 -1.81593
H 2.53806 0.12867 0.76117
H 1.73135 -1.44998 0.88015
*
```

=====

Computed relative energies in units of kcal/mol: run 1 6.0; run 2 0.0; run 3 3.4; run 4 77.6

=====

Run 1
A 2-piece molecular cluster, C6H11NO overall, computed with wB97M-V/def2-TZVPD.

## Properties
HOMO in hartree: -0.304
Lowest unoccupied orbital energy in eV: 0.5
Frontier orbital gap in eV: 8.760
SMILES: C=CC(C)=O.C=CN

Geometry as ORCA input:
```
! RIJCOSX wB97M-V def2-TZVPD def2/J DEFGRID3
* xyz 0 1
C -1.11827 -1.05101 -1.63431
C -1.06182 -0.00593 -0.54715
C -1.05474 -0.57332 0.83601
C -1.31706 0.19608 1.89036
O -1.25845 1.17719 -0.75657
H -0.96445 -1.64631 0.92713
H -2.00372 -1.67059 -1.50094
H -1.14601 -0.57615 -2.61173
H -0.24135 -1.69148 -1.56207
H -1.46890 1.25674 1.75860
H -1.33035 -0.18118 2.89945
N 1.45613 1.83919 -0.01760
C 1.66904 0.53147 -0.42124
C 1.90762 -0.49291 0.41188
H 0.86010 2.36527 -0.64168
H 1.11408 1.90857 0.93263
H 1.81021 0.41893 -1.48856
H 2.24226 -1.44668 0.04498
H 1.90567 -0.35787 1.48083
*
```

=====

Run 2
A 2-piece molecular cluster, C6H11NO overall, computed with wB97M-V/def2-TZVPD.

## Properties
HOMO in hartree: -0.303
Lowest unoccupied orbital energy in eV: 0.8
Frontier orbital gap in eV: 9.006
SMILES: C/C=C\N.C=CC=O

Geometry as ORCA input:
```
! RIJCOSX wB97M-V def2-TZVPD def2/J DEFGRID3
* xyz 0 1
C 0.10539 -1.82510 -0.38216
N -1.75918 -0.39872 1.39182
C -0.37534 -0.22204 1.48964
C 0.53267 -0.93080 0.73234
H -2.27581 0.35663 1.82129
H -2.06768 -0.46473 0.42835
H -0.05169 0.16075 2.45024
H 1.55813 -0.99323 1.06527
H -0.65104 -2.53058 -0.03433
H 0.94878 -2.38264 -0.78188
H -0.34752 -1.22668 -1.18038
C -0.01833 1.60786 0.25575
C 1.05601 1.12811 -0.72392
C 0.74956 0.90082 -2.00435
O -1.17341 1.82657 -0.10217
H 0.47126 2.20070 1.05009
H 2.08607 1.19232 -0.39750
H 1.49124 0.64992 -2.74656
H -0.27910 0.95084 -2.33154
*
```

=====

Run 3
C6H11NO in the gas phase, computed with wB97M-V/def2-TZVPD.

## Properties
HOMO (alpha / beta) in hartree: -0.262 / -0.291
Lowest unoccupied orbital energy (alpha / beta) in eV: -0.2 / 0.3
Frontier orbital gap (alpha / beta) in eV: 6.966 / 8.211

Geometry as ORCA input:
```
! RIJCOSX wB97M-V def2-TZVPD def2/J DEFGRID3
* xyz 0 1
C -1.58763 0.01630 -1.28493
C 0.27346 -1.77284 0.61972
C 1.33014 -0.13848 -0.86267
N 0.15994 -0.46829 -0.03806
C -1.34041 1.24742 -0.57903
C -0.41980 0.68136 0.74300
C 0.49587 1.48350 1.46153
O -1.55168 2.39874 -0.85111
H -1.47875 -0.06223 -2.35724
H -2.11609 -0.80058 -0.81327
H -1.16834 0.23772 1.40722
H -0.65071 -1.98629 1.15638
H 1.11466 -1.81101 1.31570
H 0.41810 -2.53705 -0.14526
H 1.19093 0.83892 -1.32289
H 1.42529 -0.89117 -1.64559
H 2.24580 -0.10776 -0.26938
H 1.31582 1.97449 0.95839
H 0.34339 1.69727 2.50749
*
```

=====

Computed relative energies in units of kcal/mol: run 1 0.0; run 2 25.7; run 3 80.4

=====

Run 1
An isolated ion of composition C7H11N4S and charge +1, computed with wB97M-V/def2-TZVPD.

## Properties
HOMO in hartree: -0.461
Lowest unoccupied orbital energy in eV: -4.3
Frontier orbital gap in eV: 8.280
SMILES: CS[C@@H]1[NH+]=CNc2c(C)ncn21

Geometry as ORCA input:
```
! RIJCOSX wB97M-V def2-TZVPD def2/J DEFGRID3
* xyz 1 1
C -1.76957 0.07608 -1.41154
C -1.15697 1.58291 -0.00638
C -0.01890 0.92545 -0.29058
C 2.14816 0.16053 -0.20520
C 0.53771 -1.08090 -1.72261
C -1.28172 2.84749 0.75062
C -0.29478 -2.69266 0.38892
N -2.20328 1.04228 -0.66950
N -0.45505 -0.14878 -1.06372
N 1.22473 0.99846 0.23508
N 1.82566 -0.77934 -1.13206
S 0.12561 -2.83485 -1.39321
H -2.37901 -0.61381 -1.96356
H 3.16856 0.09357 0.19687
H 0.47426 -0.99776 -2.82788
H -0.60371 3.60115 0.27090
H -2.29816 3.11580 0.86646
H -1.01878 2.86614 1.86665
H 0.66605 -2.87784 0.88449
H -0.86521 -3.68115 0.57561
H -0.77752 -1.69121 0.52778
H 1.18599 1.51437 1.09485
H 2.52424 -1.51927 -1.20431
*
```

=====

Run 2
A 2-piece molecular cluster, C7H11N4S overall, computed with wB97M-V/def2-TZVPD.

## Properties
HOMO in hartree: -0.461
Lowest unoccupied orbital energy in eV: -4.2
Frontier orbital gap in eV: 8.351

Geometry as ORCA input:
```
! RIJCOSX wB97M-V def2-TZVPD def2/J DEFGRID3
* xyz 1 1
C 0.49872 2.04407 -1.32492
C 1.34451 2.23256 -0.18592
C 0.15336 0.69678 -1.61161
C 2.00488 1.18321 0.42980
C 0.56299 -0.36766 -0.87621
C -1.82220 0.24419 2.19967
C -0.75129 -2.40583 -1.15653
N 1.53280 -0.07949 0.17920
N -1.89587 0.53146 0.93119
N 0.35260 -1.65419 -1.10787
N -1.86473 -2.00493 -0.58039
S 2.17149 -1.25571 1.27145
H 0.16659 2.80949 -2.08262
H 1.50396 3.16388 0.24667
H -0.44144 0.48438 -2.48985
H 2.77518 1.32605 1.20876
H -1.65894 -0.74312 2.60030
H -1.35222 0.89578 2.98164
H -0.46116 -3.48695 -1.36607
H -1.63675 1.43680 0.61667
H -2.63617 -2.63647 -0.49891
H 3.39277 -1.33771 0.76836
H -1.93908 -1.07659 -0.15281
*
```

=====

Computed relative energies in units of kcal/mol: run 1 0.0; run 2 28.4